Record 1
Here is an isolated ion of composition C7H14N3 and charge +1 at a distorted geometry from the Open Molecules 2025 dataset. Energies are from ωB97M-V with the def2-TZVPD basis set.

CARTESIAN COORDINATES (ANGSTROEM)
C: 2.975 0.907 -0.221
C: 3.266 -0.251 0.398
C: 0.314 0.304 0.014
C: 3.619 -0.912 1.611
C: -1.649 -0.742 0.925
C: -1.514 -0.041 -1.412
C: -1.626 1.559 0.466
N: 2.126 1.483 -0.973
N: 0.834 1.182 -0.814
N: -1.098 0.275 -0.026
H: 3.957 1.442 -0.335
H: 4.110 -1.867 1.415
H: 4.328 -0.464 2.326
H: 2.685 -0.932 2.075
H: -1.167 -1.688 0.574
H: -1.395 -0.662 2.059
H: -2.720 -0.893 0.768
H: -2.380 -0.576 -1.477
H: -1.574 0.843 -2.005
H: -0.801 -0.704 -1.809
H: -1.378 1.672 1.527
H: -1.088 2.292 -0.116
H: -2.734 1.606 0.422
H: 0.378 1.933 -1.408

Its multiplicity is 1. As for the net charge: +1. The calculation puts the largest force on an atom at 3.74 eV Å⁻¹. Its energy above the lowest of the compared OMol25 structures with the same formula, charge and spin is 8.922 eV. For the energy, the calculation gives -11941.998 eV.

Record 2
Here is an isolated ion of composition C7H14N3 and charge +1 at a distorted geometry from the Open Molecules 2025 dataset. Energies are from ωB97M-V with the def2-TZVPD basis set.

CARTESIAN COORDINATES (ANGSTROEM)
C: -1.074 -0.082 2.159
C: -1.441 -0.773 0.779
C: -0.376 -0.635 -0.246
C: -0.249 0.707 -0.920
C: -1.586 1.129 -1.414
C: 0.106 -1.886 -0.934
N: 0.894 -1.279 0.093
N: 1.932 -0.579 -0.002
C: 2.464 0.500 -0.071
N: 3.384 1.237 0.372
H: -1.210 0.926 2.086
H: -0.091 -0.350 2.178
H: -1.691 -0.416 2.899
H: -2.271 -0.492 0.191
H: -1.481 -1.835 0.850
H: 0.291 1.434 -0.237
H: 0.343 0.607 -1.802
H: -2.147 1.567 -0.720
H: -2.037 0.239 -1.831
H: -1.515 1.904 -2.194
H: -0.346 -2.909 -0.614
H: 0.652 -2.029 -1.891
H: 3.664 1.066 1.420
H: 3.785 1.948 -0.153

Its multiplicity is 1. As for the net charge: +1. The calculation puts the largest force on an atom at 4.79 eV Å⁻¹. Its energy above the lowest of the compared OMol25 structures with the same formula, charge and spin is 6.056 eV. As for the structure (SMILES): CCC1(CC)CN1N=C=[NH2+]. For the energy, the calculation gives -11944.864 eV.

Record 3
Here is C7H14N3NiO as an isolated structure at a distorted geometry from the Open Molecules 2025 dataset. Energies are from ωB97M-V with the def2-TZVPD basis set.

CARTESIAN COORDINATES (ANGSTROEM)
C: 2.235 -4.178 0.643
Ni: 0.229 -1.841 -0.074
N: -0.253 -2.303 -1.864
H: 0.253 -2.167 1.394
H: 2.833 -3.513 1.287
H: 2.823 -5.138 0.764
H: 2.211 -3.818 -0.438
H: 1.153 -4.051 1.090
H: 0.106 -1.571 -2.488
H: -1.266 -2.221 -1.831
H: -0.023 -3.205 -2.271
N: -0.491 4.809 0.124
C: -1.447 3.795 0.438
O: -2.614 4.085 0.700
C: -0.935 2.393 0.340
C: 0.372 2.134 -0.130
C: 0.728 0.816 -0.258
N: -0.189 -0.164 0.009
C: -1.448 0.089 0.499
C: -1.854 1.380 0.680
H: -0.812 5.773 0.312
H: 0.515 4.623 0.299
H: 1.107 2.902 -0.400
H: 1.707 0.527 -0.603
H: -2.085 -0.756 0.713
H: -2.853 1.599 1.066

Its multiplicity is 3. As for the net charge: -1. The calculation puts the largest force on an atom at 4.55 eV Å⁻¹. For the energy, the calculation gives -55045.049 eV.

Record 4
Here is a 2-piece molecular cluster, C7H14N3O overall at a distorted geometry from the Open Molecules 2025 dataset. Energies are from ωB97M-V with the def2-TZVPD basis set.

CARTESIAN COORDINATES (ANGSTROEM)
C: 2.450 1.459 0.210
C: 1.539 2.228 -0.387
C: -1.134 -0.522 2.110
C: -1.935 0.110 1.265
C: 1.766 -0.807 -0.154
C: 1.856 -2.245 0.058
C: -2.866 0.327 -0.964
N: 2.414 0.108 0.321
N: 0.830 2.883 -1.116
N: 0.617 -0.447 -1.071
O: -1.853 -0.084 -0.028
H: 3.130 1.887 0.878
H: -1.197 -0.471 3.204
H: -0.325 -1.118 1.733
H: -2.547 0.960 1.679
H: 0.884 -2.601 -0.148
H: 2.114 -2.370 1.084
H: 2.602 -2.821 -0.519
H: -3.748 0.046 -0.473
H: -2.819 -0.358 -1.738
H: -2.758 1.343 -1.328
H: -0.044 3.254 -0.794
H: 0.915 0.561 -1.315
H: -0.401 -0.236 -0.602
H: 0.510 -1.086 -1.905

Its multiplicity is 1. As for the net charge: +1. The calculation puts the largest force on an atom at 4.27 eV Å⁻¹. Its energy above the lowest of the compared OMol25 structures with the same formula, charge and spin is 4.668 eV. For the energy, the calculation gives -13993.135 eV.